122
Properties=species:S:1:pos:R:3 method="wB97M-V/def2-TZVPD" total_charge=-1 homo_energy_ev=-5.67 orbital_gap_ev=7.8 lumo_energy_ev=2.10 max_force_ev_per_a=1.69 relative_energy_kcal_mol=0.0
Tl -0.89 0.29 -0.95
I -2.38 -2.73 -3.01
C -2.81 -3.96 -1.37
C -4.13 -4.12 -1.08
C -4.56 -5.12 -0.19
C -3.65 -6.01 0.30
C -2.27 -5.86 0.02
C -1.35 -6.82 0.51
C -0.01 -6.67 0.28
C 0.46 -5.49 -0.33
C -0.39 -4.53 -0.80
P 0.29 -2.83 -1.07
C 1.30 -2.97 -2.58
C 1.26 -4.05 -3.45
C 1.94 -4.01 -4.66
C 2.67 -2.89 -5.01
C 2.72 -1.80 -4.15
C 2.04 -1.84 -2.94
C 1.55 -2.80 0.26
C 2.91 -3.05 0.08
C 3.77 -3.01 1.17
C 3.28 -2.69 2.43
C 1.93 -2.41 2.60
C 1.07 -2.47 1.52
C -1.81 -4.76 -0.74
H -4.86 -3.48 -1.56
H -5.61 -5.21 0.05
H -3.96 -6.84 0.92
H -1.73 -7.66 1.06
H 0.69 -7.41 0.64
H 1.53 -5.31 -0.36
H 0.68 -4.92 -3.19
H 1.89 -4.86 -5.33
H 3.20 -2.85 -5.96
H 3.28 -0.92 -4.42
H 2.08 -0.98 -2.28
H 3.30 -3.29 -0.90
H 4.82 -3.22 1.03
H 3.96 -2.64 3.28
H 1.55 -2.14 3.58
H 0.03 -2.23 1.67
C 8.52 -1.25 1.72
C 7.56 -1.19 0.57
C 7.77 -1.99 -0.55
C 6.88 -1.98 -1.61
C 5.79 -1.13 -1.58
C 5.57 -0.32 -0.47
N 4.42 0.51 -0.47
C 4.47 1.87 -0.35
C 5.68 2.55 -0.56
C 5.75 3.92 -0.45
C 4.62 4.67 -0.13
C 3.43 4.02 0.07
C 3.32 2.63 -0.03
C 1.99 2.01 0.15
O 1.16 3.45 1.81
O 1.76 0.84 -0.17
C 6.43 -0.36 0.62
C 6.14 0.44 1.86
H 9.40 -1.83 1.46
H 8.06 -1.72 2.60
H 8.84 -0.25 2.02
H 8.63 -2.64 -0.58
H 7.05 -2.62 -2.47
H 5.09 -1.08 -2.41
H 3.50 0.08 -0.36
H 6.56 1.98 -0.82
H 6.70 4.41 -0.62
H 4.68 5.75 -0.05
H 2.54 4.58 0.34
H 6.74 1.36 1.90
H 6.37 -0.14 2.75
H 5.10 0.73 1.91
O -0.24 2.78 0.17
C 0.85 2.84 0.78
C -1.63 4.65 -1.61
Si -2.36 4.60 0.11
C -1.46 5.41 1.53
C -3.89 5.72 -0.11
Sb -3.62 2.42 0.67
Si -4.96 1.33 -1.44
C -4.00 1.41 -3.07
C -6.36 0.05 -1.36
C -5.99 2.96 -1.59
Si -4.97 2.63 2.89
C -6.10 4.12 2.59
C -6.19 1.22 3.05
C -3.77 3.10 4.24
H -1.14 5.62 -1.73
H -2.43 4.58 -2.35
H -0.90 3.87 -1.79
H -1.08 6.38 1.17
H -0.63 4.82 1.91
H -2.17 5.61 2.33
H -3.53 6.73 -0.36
H -4.48 5.81 0.80
H -4.55 5.40 -0.90
H -3.66 0.42 -3.35
H -3.13 2.06 -2.98
H -4.62 1.81 -3.87
H -5.99 -0.88 -1.78
H -7.24 0.38 -1.92
H -6.66 -0.15 -0.34
H -5.40 3.74 -2.06
H -6.36 3.35 -0.64
H -6.86 2.78 -2.23
H -6.78 3.96 1.75
H -5.54 5.04 2.41
H -6.71 4.28 3.48
H -6.59 1.00 2.06
H -7.02 1.55 3.68
H -5.76 0.31 3.47
H -3.62 4.18 4.22
H -2.81 2.59 4.10
H -4.14 2.81 5.23
F -2.16 -1.70 0.47
Te -3.16 -0.62 1.81
F -3.45 -2.33 2.77
F -1.44 -0.81 2.63
F -3.89 0.08 -0.84
F -3.49 0.26 3.57
O -2.26 1.10 1.25

16
Properties=species:S:1:pos:R:3 method="wB97M-V/def2-TZVPD" homo_energy_ev=-8.58 orbital_gap_ev=9.3 lumo_energy_ev=0.73 smiles="C=Cc1ccccc1" max_force_ev_per_a=5.79 relative_energy_kcal_mol=20.5
C 1.01 -2.56 -0.29
C 0.43 -1.51 -0.89
C -0.05 -0.30 -0.39
C -0.04 0.83 -1.14
C -0.40 2.05 -0.56
C -0.74 2.10 0.71
C -0.71 0.93 1.55
C -0.27 -0.24 0.98
H 1.52 -3.44 -0.80
H 0.94 -2.72 0.78
H 0.46 -1.65 -2.01
H 0.28 0.75 -2.12
H -0.39 2.97 -1.24
H -1.22 2.98 1.19
H -0.76 1.00 2.68
H -0.07 -1.21 1.57

17
Properties=species:S:1:pos:R:3 method="wB97M-V/def2-TZVPD" homo_energy_ev=-9.56 orbital_gap_ev=7.4 lumo_energy_ev=-2.15 max_force_ev_per_a=4.50 relative_energy_kcal_mol=105.8
O -2.26 0.39 -1.69
C -1.50 0.17 -0.76
N -1.61 0.79 0.44
C -0.57 0.89 1.56
O -0.27 -0.34 2.12
C -0.30 -0.87 -1.05
C 1.11 -0.38 -0.90
S 2.12 -0.98 0.45
H -2.33 1.56 0.57
H 0.30 1.48 1.17
H -1.02 1.52 2.27
H 0.62 -0.47 1.75
H -0.48 -1.72 -0.38
H -0.50 -1.35 -2.00
H 1.24 0.79 -0.83
H 1.58 -0.49 -1.93
H 3.86 -0.99 -0.79

20
Properties=species:S:1:pos:R:3 method="wB97M-V/def2-TZVPD" total_charge=+1 homo_energy_ev=-12.78 orbital_gap_ev=8.2 lumo_energy_ev=-4.60 max_force_ev_per_a=4.81
C -2.56 -0.65 0.31
C 1.76 -0.85 -0.24
C 1.85 1.57 -0.38
N 1.22 0.46 -0.10
O -3.90 -0.49 0.52
O 1.04 -1.80 0.60
O 1.32 2.71 0.01
S -1.49 0.25 1.42
S 3.55 -0.85 0.11
S -2.17 -0.13 -1.42
H -2.45 -1.74 0.46
H 1.61 -1.24 -1.25
H 2.88 1.52 -0.62
H 0.40 0.54 0.52
H -4.41 0.25 0.55
H 0.53 -1.25 1.24
H 1.71 3.49 -0.36
H -1.79 1.51 1.04
H 3.78 -2.21 -0.25
H -2.88 -1.08 -2.16

8
Properties=species:S:1:pos:R:3 method="wB97M-V/def2-TZVPD" total_charge=-1 homo_energy_ev=-3.33 orbital_gap_ev=7.5 lumo_energy_ev=4.18 smiles="COC(=O)[O-]" max_force_ev_per_a=7.04 relative_energy_kcal_mol=32.1
C -0.58 0.41 0.86
O 0.05 0.65 -0.35
C 0.59 -0.41 -1.02
O 1.49 -0.06 -2.16
O 0.44 -1.54 -0.58
H -0.85 -0.65 0.87
H -1.39 1.06 0.80
H 0.24 0.54 1.57

77
Properties=species:S:1:pos:R:3 method="wB97M-V/def2-TZVPD" total_charge=-1 spin_multiplicity=2 homo_energy_ev="-0.32 / -0.32" orbital_gap_ev="2.0 / 2.0" lumo_energy_ev="1.68 / 1.69" max_force_ev_per_a=2.66 relative_energy_kcal_mol=141.3
Mg 3.03 -0.96 0.61
N 3.90 0.76 1.66
C 4.23 0.29 3.04
C 3.92 -1.16 3.23
O 4.37 -1.67 4.25
N 3.11 -1.87 2.35
C 2.68 -3.02 2.88
C -0.25 -2.12 5.74
O -0.07 -3.24 5.93
O -0.51 -1.03 5.43
H 3.31 1.61 1.74
H 4.72 1.16 1.18
H 5.21 0.54 3.42
H 3.58 0.74 3.79
H 2.01 -3.70 2.37
H 2.94 -3.18 3.90
F 0.01 -3.45 -0.51
C -0.91 -2.54 -0.66
F -1.13 -2.25 -1.95
F -2.10 -2.98 -0.19
S -0.25 -0.95 0.26
O 1.20 -0.81 -0.08
O -0.49 -1.03 1.68
O -0.95 0.14 -0.53
C 2.98 -3.10 -2.29
C 3.76 -1.82 -2.10
O 4.12 -1.47 -0.91
C 4.35 -1.29 -3.34
C 5.65 -0.69 -3.25
C 6.30 -0.40 -4.50
C 5.66 -0.52 -5.71
C 4.38 -1.11 -5.78
C 3.69 -1.43 -4.62
H 3.50 -3.92 -1.76
H 2.98 -3.44 -3.29
H 1.93 -3.11 -1.92
H 6.18 -0.65 -2.28
H 7.26 0.05 -4.48
H 6.09 -0.23 -6.68
H 3.89 -1.21 -6.77
H 2.70 -1.87 -4.57
C -2.41 4.98 0.03
Ge -1.79 3.37 -0.92
C 0.11 3.63 -1.29
C -2.97 3.07 -2.52
Ge -2.38 1.33 0.24
C -3.98 0.45 -0.49
C -4.09 -0.60 -1.44
C -5.40 -1.07 -1.79
C -6.52 -0.53 -1.14
C -6.38 0.59 -0.34
C -5.13 1.07 0.00
C -2.57 0.75 2.14
C -3.53 -0.18 2.55
C -3.84 -0.31 3.92
C -3.16 0.43 4.85
C -2.22 1.35 4.44
C -1.90 1.52 3.08
H -3.37 5.13 -0.51
H -1.79 5.87 -0.08
H -2.53 4.81 1.14
H 0.55 2.63 -1.51
H 0.69 3.93 -0.37
H 0.25 4.32 -2.13
H -2.50 2.48 -3.34
H -3.20 4.09 -2.92
H -3.94 2.59 -2.20
H -3.20 -1.13 -1.72
H -5.53 -1.92 -2.43
H -7.42 -1.02 -1.36
H -7.26 0.92 0.25
H -5.00 1.95 0.66
H -3.99 -0.89 1.86
H -4.56 -1.00 4.25
H -3.35 0.26 5.86
H -1.58 1.95 5.08
H -1.03 2.10 2.82

E, record by record: -4868.8463 -309.5812 -761.0948 -1595.0218 -303.7346 -6774.6405 Eh